[1]
Here is a structure of composition C19H31BeF9OP2 from OMol25. Energies are from ωB97M-V/def2-TZVPD.

Each line ends with the Mulliken charge.
Atoms and positions in Å:
P -3.237 1.461 -0.631  1.28
P -2.120 -2.065 -0.998  1.78
C -3.874 0.015 -1.522  -1.05
C -3.724 -1.276 -0.737  -1.17
H -3.330 -0.019 -2.481  0.48
H -4.934 0.256 -1.769  0.50
H -3.923 -1.139 0.343  0.44
H -4.461 -2.005 -1.110  0.58
C -2.106 -2.653 -2.662  -1.38
H -1.147 -3.133 -2.909  0.41
H -2.269 -1.850 -3.400  0.33
H -2.914 -3.397 -2.758  0.46
C -2.193 -3.489 0.057  -1.56
H -2.771 -4.243 -0.508  0.49
H -2.716 -3.300 1.004  0.37
H -1.210 -3.910 0.287  0.36
C -3.803 2.931 -1.543  -1.33
H -3.207 3.810 -1.353  0.47
H -4.858 3.170 -1.316  0.42
H -3.770 2.725 -2.658  0.38
C -4.025 1.558 0.994  -1.45
H -4.002 0.578 1.504  0.36
H -5.074 1.862 0.902  0.44
H -3.520 2.297 1.666  0.43
Be 0.570 1.531 -0.446  -0.06
C 1.017 -1.910 0.618  -0.95
C 1.320 -1.012 -0.372  0.08
C 0.167 -0.700 -1.330  -0.41
C -0.534 0.647 -1.742  -0.44
C -1.491 1.310 -0.596  -0.02
C -0.862 0.899 0.781  -1.13
C -1.059 -0.463 1.373  0.71
C 0.148 -1.401 1.777  -0.92
C 2.589 1.990 1.074  -0.65
H 1.471 -2.977 0.606  0.15
H 2.329 -0.652 -0.729  0.43
H -0.659 -1.347 -0.874  -1.07
H 0.456 -1.242 -2.237  0.89
H 0.240 1.413 -2.067  -0.15
H -1.154 0.470 -2.660  0.66
H -1.298 2.404 -0.766  -0.04
H -1.164 1.686 1.503  0.66
H -1.750 -1.040 0.733  -1.45
H -1.619 -0.350 2.323  0.39
H 0.793 -0.833 2.516  0.29
H -0.302 -2.301 2.292  0.44
H 2.868 2.573 1.974  0.33
H 1.549 1.602 1.200  0.09
H 2.604 2.645 0.184  0.14
F 4.299 1.055 3.439  -0.25
C 5.018 0.278 2.582  0.55
F 6.338 0.374 2.919  -0.26
F 4.622 -1.008 2.781  -0.24
C 4.775 0.736 1.117  0.59
O 3.387 0.819 0.851  0.06
C 5.596 2.025 0.813  0.55
F 6.922 1.747 0.720  -0.24
F 5.201 2.591 -0.348  -0.23
F 5.432 2.956 1.791  -0.25
C 5.251 -0.405 0.177  0.40
F 6.497 -0.854 0.459  -0.26
F 4.397 -1.454 0.267  -0.15
F 5.224 0.016 -1.108  -0.26

Summary:
ΔE to the lowest compared entry with this formula, charge and spin in kJ/mol: 808.94
HOMO energy (spin up / spin down) in eV: -4.11 / -3.70
DFT total energy in eV: -65677.7430
HOMO-LUMO gap (spin up / spin down) in eV: 4.1 / 3.7
2S+1: 1

=====

[2]
Here is the molecule C4H7N3 from OMol25. Energies are from ωB97M-V/def2-TZVPD.

Each line ends with the Mulliken charge.
Atoms and positions in Å:
H 1.825 -1.451 -1.219  0.22
N 1.036 -1.094 -0.715  -0.65
C 1.302 -0.052 -0.030  0.68
C 2.604 0.639 -0.112  0.02
N 3.657 1.100 -0.257  -0.37
N 0.338 0.393 0.807  -0.37
C -1.038 -0.472 0.664  -0.32
C -1.859 0.269 -0.371  -0.92
H 0.506 1.342 1.187  0.22
H -0.995 -1.535 0.315  0.26
H -1.345 -0.520 1.697  0.36
H -1.203 0.256 -1.246  0.27
H -2.010 1.289 -0.024  0.27
H -2.817 -0.165 -0.695  0.33

Summary:
ΔE to the lowest compared entry with this formula, charge and spin in kJ/mol: 144.05
HOMO energy in eV: -9.53
DFT total energy in eV: -8730.1864
HOMO-LUMO gap in eV: 10.4
2S+1: 1

=====

[3]
Here is a structure of composition C10H30N10O20 from OMol25. Energies are from ωB97M-V/def2-TZVPD.

Each line ends with the Mulliken charge.
Atoms and positions in Å:
C -1.384 -2.606 -0.838  -2.40
N -2.664 -3.255 -1.032  1.45
O -2.653 -4.098 -1.920  -0.73
O -3.541 -3.124 -0.144  -0.53
H -1.495 -1.809 -0.102  1.11
H -0.949 -2.353 -1.805  0.49
H -0.742 -3.364 -0.389  0.82
C -1.153 0.476 -3.108  -0.74
N -1.841 -0.818 -3.351  0.70
O -1.715 -1.329 -4.462  -0.69
O -2.636 -1.233 -2.490  -0.28
H -0.130 0.242 -3.403  0.21
H -1.241 0.575 -2.026  0.66
H -1.704 1.219 -3.685  0.41
C 0.583 0.447 0.744  -1.79
N -0.517 -0.240 -0.061  0.06
O -1.171 0.343 -0.967  0.25
O -0.801 -1.315 0.270  -0.55
H 0.910 -0.367 1.391  1.67
H 0.290 1.333 1.307  -0.21
H 1.361 0.665 0.013  -0.08
C 3.887 2.289 -0.432  -1.23
N 2.599 1.539 -0.525  -0.15
O 2.186 0.868 0.436  0.46
O 2.051 1.576 -1.632  -0.53
H 4.808 1.727 -0.589  0.27
H 3.850 2.885 0.480  0.39
H 3.860 3.071 -1.190  0.43
C 2.197 1.021 2.900  -1.18
N 3.096 -0.213 2.935  1.28
O 3.399 -0.688 4.015  -0.67
O 3.447 -0.733 1.891  -0.65
H 2.750 1.764 2.326  0.18
H 2.281 1.461 3.894  0.43
H 1.187 0.963 2.495  1.16
C 0.210 1.990 -0.963  -0.88
N -0.037 2.779 -2.090  1.14
O 0.670 3.800 -2.191  -0.76
O -0.906 2.415 -2.844  -0.59
H 0.882 2.387 -0.202  1.19
H 0.680 1.087 -1.353  -0.94
H -0.780 1.915 -0.512  0.15
C 0.800 -3.233 2.772  -1.02
N 1.328 -1.914 2.278  0.55
O 1.700 -1.123 3.158  -0.66
O 1.319 -1.727 1.057  -0.29
H 0.888 -3.127 3.853  0.38
H 1.568 -3.915 2.406  0.37
H -0.194 -3.470 2.391  0.28
C 1.727 -1.475 -1.109  -0.79
N 1.873 -0.530 -2.259  0.79
O 1.430 0.626 -2.172  0.45
O 2.449 -0.944 -3.264  -0.84
H 2.705 -1.717 -0.692  0.51
H 1.343 -2.441 -1.439  0.36
H 1.226 -0.990 -0.271  0.92
C -2.067 2.661 2.690  -1.00
N -2.032 1.413 1.825  0.62
O -3.154 1.125 1.429  -0.55
O -0.990 0.760 1.731  -0.06
H -3.001 2.654 3.251  0.31
H -2.006 3.352 1.849  0.40
H -1.208 2.735 3.357  0.27
C -3.373 0.337 -0.543  -0.23
N -3.783 -1.059 -0.505  1.15
O -4.152 -1.682 -1.506  -0.58
O -3.714 -1.562 0.624  -0.58
H -2.293 0.204 -0.469  -0.71
H -3.727 1.013 0.235  0.14
H -3.790 0.735 -1.468  0.44

Summary:
ΔE to the lowest compared entry with this formula, charge and spin in kJ/mol: 5528.87
HOMO energy in eV: -6.33
DFT total energy in eV: -66622.8376
HOMO-LUMO gap in eV: 3.7
2S+1: 1

=====

[4]
Here is a structure of composition C25H20N7O4PtS from OMol25. Energies are from ωB97M-V/def2-TZVPD.

Each line ends with the Mulliken charge.
Atoms and positions in Å:
Pt -0.746 -1.691 0.065  1.16
S 4.715 -3.113 4.836  0.31
N 4.775 -2.962 3.236  -0.60
C 3.532 -2.768 2.830  0.73
C 3.112 -2.598 1.451  0.10
C 3.941 -2.663 0.324  -0.46
C 3.381 -2.525 -0.933  -0.92
C 2.015 -2.296 -1.061  0.22
N 1.223 -2.221 0.012  -0.27
C 1.758 -2.379 1.248  0.39
C 0.805 -2.370 2.328  0.08
N -0.497 -2.194 1.970  -0.23
C -1.476 -2.250 2.883  -0.07
C -1.168 -2.483 4.219  -0.85
C 0.148 -2.631 4.612  -0.32
C 1.167 -2.579 3.648  0.19
C 2.585 -2.757 3.899  0.65
N 3.136 -2.942 5.086  -0.60
H 5.003 -2.834 0.450  0.60
H 3.987 -2.598 -1.825  0.48
H 1.549 -2.190 -2.031  0.24
H -2.490 -2.127 2.528  0.53
H -1.977 -2.548 4.933  0.48
H 0.408 -2.798 5.651  0.60
N -0.124 0.294 0.005  -0.54
C -0.561 1.384 -0.022  0.66
N -0.927 2.617 -0.063  -0.01
C -0.893 3.485 1.145  -0.67
C 0.278 4.477 0.999  -0.54
C 0.212 5.230 -0.324  -0.68
C 0.148 4.278 -1.510  -0.60
C -1.047 3.319 -1.371  -0.14
H -0.808 2.855 2.027  0.45
H -1.851 4.009 1.169  0.33
H 1.219 3.927 1.082  0.29
H 0.214 5.161 1.846  0.37
H 1.095 5.865 -0.417  0.34
H -0.650 5.903 -0.333  0.33
H 1.066 3.690 -1.588  0.31
H 0.017 4.815 -2.451  0.37
H -1.092 2.579 -2.165  0.04
H -1.988 3.872 -1.328  0.29
O -4.638 -1.839 -0.609  -0.41
C -3.502 -1.528 -0.715  0.18
O -2.645 -1.523 0.359  -0.57
C -2.836 -1.056 -1.964  0.47
C -3.453 -0.130 -2.786  -0.81
C -2.726 0.443 -3.826  -0.38
C -1.404 0.075 -4.006  0.04
C -0.785 -0.912 -3.269  -0.62
C -1.540 -1.502 -2.263  -0.82
N -0.582 0.820 -4.978  0.92
O 0.535 1.121 -4.583  -0.54
O -1.074 1.101 -6.036  -0.49
H -4.479 0.159 -2.597  0.61
H -3.173 1.181 -4.482  0.55
H 0.226 -1.215 -3.509  0.56
H -1.119 -2.434 -1.795  1.26

Summary:
ΔE to the lowest compared entry with this formula, charge and spin in kJ/mol: 194.24
HOMO energy (spin up / spin down) in eV: -17.70 / -17.70
DFT total energy in eV: -58919.4150
HOMO-LUMO gap (spin up / spin down) in eV: 3.9 / 3.8
2S+1: 1
Charge: +3

=====

[5]
Here is a structure of composition C3H3FHoO from OMol25. Energies are from ωB97M-V/def2-TZVPD.

Each line ends with the Mulliken charge.
Atoms and positions in Å:
H 0.962 1.028 -1.170  0.32
H -0.804 0.849 -1.506  0.40
O -1.611 0.735 2.074  0.13
C 0.112 0.342 -1.183  -0.62
C -0.089 -0.411 0.038  -0.01
C -0.853 0.256 1.394  0.63
H -0.056 -0.840 -1.575  0.37
F 0.151 -1.751 0.285  -0.13
Ho 2.188 -0.207 1.644  1.91

Summary:
ΔE to the lowest compared entry with this formula, charge and spin in kJ/mol: 0.00
HOMO energy (spin up / spin down) in eV: -24.68 / -23.72
DFT total energy in eV: -33680.5639
HOMO-LUMO gap (spin up / spin down) in eV: 9.0 / 6.6
2S+1: 5
⟨S²⟩: 6.01
Charge: +3

=====

[6]
Here is the ion C6H10N3 with charge +1 from OMol25. Energies are from ωB97M-V/def2-TZVPD.

Each line ends with the Mulliken charge.
Atoms and positions in Å:
C -0.005 1.426 -0.385  -0.09
C 1.192 1.496 0.105  0.40
C -1.936 -1.869 -0.415  -0.51
C -0.491 -1.866 -0.917  -0.54
C -1.436 -1.057 0.779  -0.45
C 2.175 2.575 0.360  -1.20
N 1.698 0.276 0.730  -0.11
N 1.048 -0.712 0.697  -0.49
N -0.187 -0.797 0.067  0.71
H -0.827 1.991 -0.711  0.42
H -2.686 -1.212 -1.040  0.24
H -2.351 -2.833 -0.212  0.35
H 0.005 -2.777 -0.846  0.36
H -0.378 -1.395 -2.021  0.26
H -2.192 -0.191 1.007  0.24
H -1.116 -1.646 1.662  0.36
H 3.144 2.548 -0.346  0.28
H 2.613 2.569 1.302  0.36
H 1.731 3.475 0.183  0.41

Summary:
ΔE to the lowest compared entry with this formula, charge and spin in kJ/mol: 718.53
HOMO energy (spin up / spin down) in eV: -14.57 / -14.57
DFT total energy in eV: -10840.8157
HOMO-LUMO gap (spin up / spin down) in eV: 8.8 / 8.8
2S+1: 1
Charge: +1